Entry 1:
{"formula": "C50H57NO17", "method": "ωB97M-V/def2-TZVPD", "elements": ["C", "C", "O", "O", "C", "C", "H", "H", "O", "C", "C", "H", "H", "C", "H", "O", "C", "C", "O", "H", "C", "O", "H", "H", "C", "O", "H", "C", "O", "H", "H", "H", "H", "H", "C", "C", "H", "H", "H", "C", "O", "C", "C", "C", "C", "H", "H", "H", "C", "H", "C", "H", "H", "C", "O", "H", "C", "C", "H", "H", "H", "C", "H", "H", "H", "C", "H", "C", "H", "O", "C", "O", "C", "C", "C", "C", "C", "C", "H", "H", "H", "H", "H", "O", "C", "O", "C", "O", "H", "H", "C", "N", "C", "O", "C", "C", "C", "C", "C", "C", "H", "H", "H", "H", "H", "H", "C", "C", "C", "C", "C", "C", "H", "H", "H", "H", "H", "H", "O", "H", "H", "H", "H", "H", "H"], "coordinates": [[1.3582, 1.3695, 2.6313], [0.0432, 0.9107, 2.0868], [-0.8600, 1.6269, 1.7269], [-0.0130, -0.4275, 2.0613], [-1.2437, -1.0614, 1.7247], [-1.2776, -2.4627, 2.3571], [-1.5011, -3.3074, 1.7067], [-0.3804, -2.6736, 2.9450], [-2.3864, -2.1103, 3.1801], [-2.3444, -0.7387, 2.7702], [-3.6920, -0.1890, 2.3261], [-3.9598, 0.6886, 2.9144], [-4.4530, -0.9498, 2.4997], [-3.6574, 0.2000, 0.8526], [-3.0112, 1.0844, 0.7477], [-4.9460, 0.5329, 0.3494], [-5.5073, 1.7211, 0.8330], [-6.4722, 2.2857, -0.2318], [-6.8408, 3.5901, 0.1225], [-7.1075, 3.5900, 1.0514], [-7.6944, 1.3634, -0.3869], [-7.3971, 0.1628, -1.0539], [-6.5046, -0.1328, -0.8245], [-8.4427, 1.8737, -1.0066], [-8.3266, 1.0576, 0.9934], [-9.3092, 0.0705, 0.8552], [-9.0243, -0.5042, 0.1262], [-7.2317, 0.6085, 1.9767], [-6.1735, 1.5537, 2.0545], [-6.8448, -0.3695, 1.6654], [-7.6332, 0.5269, 2.9869], [-8.8201, 1.9558, 1.3828], [-5.9539, 2.3570, -1.1939], [-4.7234, 2.4673, 1.0370], [-3.0685, -0.9376, -0.0403], [-3.7198, -2.2882, 0.2835], [-4.7878, -2.2166, 0.0922], [-3.3243, -3.0683, -0.3636], [-3.5726, -2.5834, 1.3136], [-3.5758, -0.5315, -1.4313], [-4.6039, -0.9939, -1.8722], [-2.9390, 0.6251, -2.1953], [-1.4510, 0.4879, -2.3757], [-0.6014, 1.4462, -1.9871], [-0.9639, 2.7854, -1.4275], [-1.9300, 3.1224, -1.7909], [-0.2145, 3.5183, -1.7164], [-0.9828, 2.7470, -0.3372], [0.8650, 1.1121, -2.0691], [1.2068, 1.1370, -3.1082], [1.1214, -0.2751, -1.4654], [2.1013, -0.6389, -1.7801], [1.1537, -0.1772, -0.3801], [0.0877, -1.3454, -1.8724], [0.8536, -2.4079, -2.3946], [0.3005, -3.1913, -2.5135], [-0.8966, -0.7985, -2.9560], [-1.9572, -1.8478, -3.3009], [-2.5285, -2.1827, -2.4430], [-2.6444, -1.4362, -4.0356], [-1.4755, -2.7200, -3.7406], [-0.1333, -0.5256, -4.2787], [0.9187, -0.7766, -4.1829], [-0.2417, 0.5104, -4.5855], [-0.5415, -1.1405, -5.0756], [-0.6560, -1.8899, -0.6010], [-1.2438, -2.7692, -0.8936], [-1.5366, -0.8993, 0.2114], [-1.2010, 0.1091, -0.0358], [0.3936, -2.3627, 0.2436], [0.7212, -3.6592, 0.1685], [0.1148, -4.4627, -0.5045], [1.8708, -3.9907, 1.0355], [2.3554, -5.2969, 1.0224], [3.4193, -5.6480, 1.8307], [3.9971, -4.7012, 2.6622], [3.5153, -3.4011, 2.6775], [2.4586, -3.0367, 1.8632], [2.0949, -2.0221, 1.8536], [3.9674, -2.6668, 3.3285], [4.8251, -4.9770, 3.2990], [3.7972, -6.6595, 1.8179], [1.8843, -6.0183, 0.3722], [1.6616, 2.0789, -1.3597], [2.7858, 2.4445, -1.9322], [3.2027, 2.0579, -3.0004], [3.6103, 3.4353, -1.1091], [4.6854, 3.8633, -1.8964], [4.6375, 3.3665, -2.7336], [2.9899, 4.2937, -0.8201], [4.0689, 2.6884, 0.1671], [4.8303, 1.5235, -0.2440], [4.4365, 0.2611, 0.0284], [3.5248, 0.0163, 0.8035], [5.1884, -0.8090, -0.6784], [5.6169, -0.6550, -1.9939], [6.2667, -1.6958, -2.6327], [6.4930, -2.8905, -1.9686], [6.0529, -3.0532, -0.6652], [5.3976, -2.0190, -0.0249], [5.0367, -2.1344, 0.9851], [6.2127, -3.9881, -0.1491], [7.0025, -3.6983, -2.4726], [6.5921, -1.5762, -3.6554], [5.4105, 0.2572, -2.5358], [5.6168, 1.6956, -0.8512], [4.8515, 3.5209, 1.1578], [4.9742, 3.0287, 2.4535], [5.6915, 3.7287, 3.4051], [6.2930, 4.9316, 3.0730], [6.1785, 5.4222, 1.7847], [5.4644, 4.7202, 0.8274], [5.3928, 5.1051, -0.1765], [6.6491, 6.3571, 1.5188], [6.8501, 5.4822, 3.8164], [5.7790, 3.3378, 4.4081], [4.5055, 2.0899, 2.7096], [3.1690, 2.3050, 0.6606], [-3.5961, 0.7880, -3.4225], [-4.3881, 0.2205, -3.3921], [-3.1405, 1.5071, -1.5638], [-1.9263, -0.1260, 3.5783], [1.4312, 1.0758, 3.6763], [1.4407, 2.4491, 2.5470], [2.1595, 0.8672, 2.0887]], "forces_ev_per_a": [[0.0, 0.0, -0.1], [0.2, 0.2, 0.1], [-0.2, 0.0, 0.0], [0.4, -0.1, 0.1], [-0.4, 0.0, -0.1], [0.4, 0.1, -0.1], [-0.1, 0.0, -0.1], [0.0, 0.0, -0.1], [-0.4, -0.3, 0.4], [0.1, 0.4, 0.0], [0.1, 0.1, -0.1], [0.0, -0.1, 0.0], [0.0, 0.0, 0.0], [0.2, 0.1, 0.3], [-0.1, -0.1, -0.1], [-0.2, 0.0, 0.1], [0.1, 0.6, -0.2], [0.2, -0.7, 0.0], [-0.2, 0.3, 0.2], [0.0, 0.0, -0.1], [-0.3, 0.6, 0.3], [0.1, -0.4, -0.1], [0.0, -0.1, 0.0], [0.1, 0.0, 0.1], [0.6, 0.2, -0.2], [-0.2, -0.3, 0.0], [0.0, 0.1, 0.1], [-0.5, -0.2, -0.1], [0.1, 0.2, 0.0], [-0.1, 0.0, 0.1], [0.0, -0.1, -0.1], [0.1, 0.0, 0.0], [0.0, -0.1, 0.1], [-0.1, -0.1, -0.1], [-0.4, -0.1, 0.0], [0.0, 0.2, -0.1], [0.0, -0.1, 0.0], [0.0, -0.1, -0.1], [0.1, 0.0, 0.1], [0.0, 0.2, 0.0], [0.1, -0.1, -0.1], [0.1, 0.2, 0.1], [-0.2, 0.3, -0.1], [0.0, 0.0, 0.0], [-0.1, 0.0, 0.0], [-0.1, 0.1, 0.0], [0.0, 0.1, 0.0], [0.0, 0.1, 0.1], [-0.2, -0.7, -0.5], [-0.1, 0.0, 0.2], [0.1, 0.1, -0.1], [0.0, 0.0, 0.1], [0.1, 0.1, 0.0], [-0.3, 0.3, 0.2], [0.2, -0.4, -0.2], [0.0, 0.0, 0.1], [0.2, -0.2, 0.0], [0.1, 0.1, 0.2], [-0.1, -0.2, 0.0], [-0.1, -0.1, 0.0], [0.0, -0.1, 0.0], [0.0, 0.0, 0.1], [0.1, 0.0, -0.1], [0.0, 0.1, -0.1], [0.0, -0.1, -0.1], [-0.3, -0.2, -0.6], [0.1, 0.2, 0.0], [0.4, 0.1, 0.2], [-0.1, -0.2, 0.1], [0.2, 0.1, 0.2], [-0.3, -0.3, -0.3], [0.1, 0.0, 0.1], [0.3, -0.1, 0.2], [-0.1, 0.1, -0.1], [0.0, -0.1, 0.0], [0.0, 0.1, 0.0], [0.0, 0.0, 0.1], [-0.1, -0.1, -0.1], [0.0, 0.1, 0.0], [0.0, 0.1, 0.0], [0.1, 0.0, 0.1], [0.0, -0.1, 0.0], [0.0, -0.1, -0.1], [-0.3, 0.0, 0.4], [0.6, 0.4, -0.2], [-0.1, -0.1, 0.0], [-0.3, -0.3, 0.3], [0.3, -0.1, -0.2], [-0.1, 0.1, 0.2], [0.0, -0.1, 0.0], [-0.1, 0.1, -0.2], [0.0, 0.3, -0.2], [0.2, 0.1, -0.1], [-0.1, -0.2, 0.2], [0.0, -0.3, -0.2], [0.0, 0.0, 0.1], [0.1, 0.0, -0.1], [0.0, 0.0, -0.1], [0.0, 0.0, 0.1], [-0.1, 0.2, 0.0], [0.0, 0.0, 0.1], [0.0, -0.1, 0.1], [0.0, -0.1, 0.0], [0.0, 0.0, -0.1], [0.0, 0.1, 0.0], [0.0, -0.1, 0.0], [-0.1, 0.0, 0.0], [0.0, 0.1, 0.0], [0.0, -0.1, 0.1], [0.1, 0.1, 0.0], [0.1, 0.1, 0.1], [-0.1, 0.0, 0.0], [0.0, 0.1, -0.1], [0.0, 0.1, 0.0], [0.0, 0.0, 0.1], [0.0, 0.0, 0.1], [-0.1, -0.2, 0.0], [0.2, 0.1, -0.1], [-0.1, 0.0, -0.3], [0.1, 0.1, 0.1], [0.0, -0.2, 0.0], [0.0, -0.1, -0.1], [0.0, 0.0, 0.1], [0.0, 0.0, 0.0], [0.0, 0.1, 0.0]], "lumo_ev": 0.3, "largest_force_ev_per_a": 0.871, "e_tot_ev": -89073.996, "total_charge": 0}



Entry 2:
{"formula": "C4H2OS", "method": "ωB97M-V/def2-TZVPD", "elements": ["C", "C", "C", "C", "O", "S", "H", "H"], "coordinates": [[0.3154, 2.0613, 0.6244], [0.7116, -2.2767, 0.4026], [-0.0115, 1.3167, -0.2550], [0.0302, -1.4205, -0.0698], [-2.1033, 0.4380, -1.3717], [-0.6947, 0.2201, -1.4223], [0.4588, 2.7153, 1.3311], [1.2936, -3.0542, 0.7606]], "forces_ev_per_a": [[-1.1, -2.9, -3.5], [0.0, -0.1, -0.1], [0.1, -0.3, 0.0], [-1.7, 3.1, -2.5], [-1.4, -0.1, 0.0], [2.5, -2.0, 2.1], [1.0, 3.1, 3.4], [0.6, -0.9, 0.6]], "lumo_ev": -0.9, "largest_force_ev_per_a": 4.734, "de_lowest_kcal_mol": 92.48, "e_tot_ev": -17055.765, "total_charge": 0}



Entry 3:
{"formula": "C3H4FNO", "method": "ωB97M-V/def2-TZVPD", "elements": ["C", "C", "C", "N", "O", "F", "H", "H", "H", "H"], "coordinates": [[0.5735, 0.0358, -0.9127], [1.2216, 0.9600, -0.1827], [-0.6322, -0.0553, -0.0379], [-1.0957, -1.2477, 0.5064], [0.4492, 1.0761, 0.8962], [-1.6482, 0.7527, -0.3173], [0.5670, -0.1955, -1.9524], [2.2222, 1.5457, -0.1060], [-0.1906, -1.7521, 0.6647], [-1.4667, -1.1197, 1.4418]], "forces_ev_per_a": [[0.0, 0.2, -1.3], [0.9, 0.2, 1.5], [0.8, 1.3, 0.4], [3.0, 0.2, 0.6], [-1.0, -0.6, 0.4], [-0.2, 0.1, 0.0], [0.3, -0.4, -0.5], [-1.9, -1.2, -0.9], [-1.2, -0.1, -0.3], [-0.6, 0.2, -0.1]], "lumo_ev": 1.0, "largest_force_ev_per_a": 3.075, "de_lowest_kcal_mol": 52.48, "e_tot_ev": -9428.341, "total_charge": 0}



Entry 4:
{"formula": "C22H59HgO8", "method": "ωB97M-V/def2-TZVPD", "elements": ["Hg", "C", "O", "H", "H", "H", "C", "C", "C", "O", "H", "H", "H", "H", "H", "H", "H", "H", "C", "C", "C", "O", "H", "H", "H", "H", "H", "H", "H", "H", "C", "C", "C", "O", "H", "H", "H", "H", "H", "H", "H", "H", "C", "C", "C", "O", "H", "H", "H", "H", "H", "H", "H", "H", "C", "C", "C", "O", "H", "H", "H", "H", "H", "H", "H", "H", "C", "C", "C", "O", "H", "H", "H", "H", "H", "H", "H", "H", "C", "C", "C", "O", "H", "H", "H", "H", "H", "H", "H", "H"], "coordinates": [[-0.3668, 0.3281, 2.7686], [0.2313, -0.6040, -0.6463], [0.1720, -0.7353, 0.7679], [-0.0166, 0.4089, -0.9636], [1.1982, -0.8216, -1.0999], [-0.5417, -1.1444, -1.1925], [4.3249, -2.5949, -0.4319], [4.5512, -1.5854, -1.5188], [5.2990, -0.3518, -1.0682], [5.2572, -2.2555, -2.5739], [3.7814, -3.4495, -0.8348], [3.6643, -2.2993, 0.3831], [5.2887, -2.8664, -0.0013], [3.5643, -1.2978, -1.8813], [4.7508, 0.0760, -0.2288], [5.3969, 0.3038, -1.9335], [6.2954, -0.5815, -0.6907], [6.1858, -2.2321, -2.3313], [-4.3689, 4.7697, -0.5343], [-3.9899, 3.3077, -0.2616], [-2.7977, 2.7788, -1.0755], [-3.6578, 3.2645, 1.0996], [-5.3197, 5.0484, -0.0799], [-4.3309, 4.9075, -1.6149], [-3.6063, 5.4720, -0.1975], [-4.8616, 2.6622, -0.3686], [-2.6300, 1.7255, -0.8508], [-1.8650, 3.2812, -0.8193], [-2.9164, 2.9426, -2.1466], [-2.9198, 3.8518, 1.2784], [-1.3653, -4.4507, 0.5469], [0.0704, -4.5453, 0.9223], [1.0268, -4.4126, -0.2560], [0.3398, -3.4586, 1.7428], [-1.7066, -5.2744, -0.0802], [-1.5729, -3.4799, 0.0968], [-2.0595, -4.5715, 1.3784], [0.2344, -5.4606, 1.4910], [0.7934, -3.5136, -0.8264], [0.8748, -5.3050, -0.8631], [2.0700, -4.3153, 0.0444], [0.3420, -2.6877, 1.1707], [3.3529, 0.0674, 2.4141], [2.6737, -0.7703, 3.5014], [3.4597, -1.1995, 4.7283], [1.6847, 0.0443, 4.0414], [4.2717, -0.3964, 2.0551], [3.5548, 1.0509, 2.8384], [2.7076, 0.2804, 1.5618], [2.2748, -1.6929, 3.0798], [4.3059, -1.8481, 4.5016], [2.8383, -1.7204, 5.4567], [3.9154, -0.3775, 5.2803], [2.0480, 0.7463, 4.5862], [-5.1383, 0.2586, 2.4034], [-3.7099, -0.3470, 2.4295], [-3.3678, -1.3082, 1.2742], [-2.7665, 0.6382, 2.3803], [-5.3231, 1.1021, 1.7382], [-5.4648, 0.7049, 3.3427], [-5.8480, -0.5297, 2.1522], [-3.6411, -0.8798, 3.3778], [-3.5915, -0.8245, 0.3234], [-3.8813, -2.2638, 1.3810], [-2.2969, -1.5070, 1.3163], [-3.1086, 1.2445, 1.7193], [-3.1983, -0.8774, -2.9004], [-2.4416, 0.1419, -3.8113], [-1.5153, -0.4965, -4.9019], [-3.5084, 0.8130, -4.4256], [-3.7008, -0.3024, -2.1226], [-2.4886, -1.5261, -2.3868], [-3.8991, -1.5640, -3.3753], [-1.8522, 0.8721, -3.2567], [-1.9823, -1.0989, -5.6811], [-0.7706, -1.1339, -4.4253], [-1.0118, 0.2849, -5.4712], [-3.1125, 1.5767, -4.8517], [2.7521, 2.4155, -0.4714], [2.5516, 3.8902, -0.4458], [1.2535, 4.2395, -1.1789], [2.5807, 4.2520, 0.9114], [3.6997, 2.1478, -0.0039], [2.8983, 2.0570, -1.4903], [1.9152, 1.8720, -0.0327], [3.4014, 4.3537, -0.9468], [1.3870, 4.1281, -2.2550], [1.0178, 5.2924, -1.0243], [0.4192, 3.5797, -0.9407], [1.8355, 3.7762, 1.2853]], "forces_ev_per_a": [[0.2, -0.1, -1.2], [-0.8, 1.1, 1.1], [0.3, -0.6, -0.6], [0.2, 0.7, 0.0], [0.4, -0.3, 0.2], [-0.1, -0.8, 0.2], [-0.4, -0.4, 0.7], [0.1, -0.4, 0.1], [-0.3, -0.2, 0.0], [-0.4, 0.4, -0.2], [0.6, -0.2, -0.2], [0.1, 0.6, 0.1], [0.0, -0.4, 0.0], [0.1, 0.1, -0.5], [0.0, 0.4, -0.2], [0.0, 0.4, 0.3], [0.1, -0.2, 0.0], [0.2, -0.1, 0.0], [0.4, -0.4, -1.2], [0.7, 1.2, -0.1], [-0.3, 0.2, -0.1], [0.0, -1.2, 1.6], [0.0, -0.1, -0.2], [-0.7, 0.2, -0.2], [0.2, -0.2, 0.4], [0.0, 0.0, -0.2], [-0.1, -0.1, -0.2], [-0.1, 0.3, 0.3], [-0.2, -0.3, -0.1], [0.1, 0.1, -0.1], [-1.5, -0.8, -0.5], [0.6, 0.4, -0.2], [-0.5, -1.0, -0.2], [0.5, 0.3, 1.8], [0.2, 0.1, -0.7], [0.0, -0.1, -0.3], [0.4, 0.3, 0.5], [0.3, -0.1, 0.0], [-0.2, 0.0, -0.2], [0.4, 0.1, -0.5], [-0.2, -0.3, 0.2], [-0.1, 1.2, 0.0], [0.5, -0.2, 0.4], [1.5, -0.1, 0.1], [1.4, -0.4, 0.0], [-2.3, 0.3, 0.4], [0.1, 0.1, 0.0], [0.5, 0.1, 0.1], [-0.3, -0.5, 0.1], [-0.7, 0.3, -0.1], [0.0, -0.2, -0.2], [-0.3, -0.1, -0.3], [-0.1, 0.5, -0.2], [0.3, 0.0, 0.0], [-0.2, -0.3, 0.1], [-1.9, -1.6, -0.5], [-0.4, 0.0, 0.7], [0.6, 1.9, 0.5], [0.5, -0.2, -0.7], [0.4, -0.4, 0.4], [-0.1, 0.0, 0.0], [0.3, 0.0, 0.1], [-0.1, -0.1, -0.1], [-0.2, 0.0, -0.3], [0.1, 0.0, -0.1], [0.4, 1.0, -0.2], [1.6, 0.3, 0.5], [-0.7, -2.2, -0.8], [-0.1, 0.2, 0.6], [-0.4, 1.1, -0.6], [-0.2, -0.1, -0.1], [0.2, 0.0, 0.1], [0.0, 0.5, -0.5], [0.2, -0.3, 0.5], [-0.7, -0.1, 0.4], [0.2, 0.1, 0.0], [0.2, 0.2, 0.2], [-0.3, 0.2, -0.3], [0.9, -1.1, -1.0], [-0.3, -0.7, -0.6], [0.5, 0.6, -0.3], [-0.3, 1.0, 0.4], [-0.2, 0.0, 0.5], [-0.4, -0.1, -0.3], [0.0, -0.1, 0.1], [0.0, 0.4, 0.2], [0.2, -0.1, -0.1], [-0.3, 0.0, 0.2], [0.0, 0.1, 0.4], [-0.1, 0.0, 0.5]], "lumo_ev": [0.3, -1.2], "s2": 0.75, "largest_force_ev_per_a": 2.508, "e_tot_ev": -44321.645, "total_charge": 0, "multiplicity": 2}